C44H80F12N14O2P2 | ωB97M-V with the def2-TZVPD basis set

Its net charge is +4. The LUMO energy comes out at -7.51 eV. The value obtained for the HOMO-LUMO gap is 0.0991 hartree.

Each atom is followed by the atoms it is bonded to, with distances in Å.
Cartesian coordinates (Å):
1 C 8.052 -3.175 -7.749  C2 1.589, H9 1.090, H10 1.090, H11 1.090
2 C 8.545 -1.746 -7.259  C1 1.589, N3 1.408, H12 1.090, H13 1.090
3 N 8.344 -1.528 -5.882  C2 1.408, C4 1.408, C7 1.355
4 C 9.306 -1.008 -4.996  N3 1.408, C5 1.346, H14 1.080
5 C 8.687 -1.005 -3.800  C4 1.346, N6 1.380, H15 1.080
6 N 7.341 -1.310 -3.839  C5 1.380, C7 1.408, C8 1.435
7 C 7.171 -1.599 -5.207  N3 1.355, N6 1.408, H16 1.080
8 C 6.386 -1.468 -2.780  N6 1.435, H17 1.090, H18 1.090, H19 1.090
9 H 6.986 -3.317 -7.924  C1 1.090
10 H 8.363 -4.031 -7.150  C1 1.090
11 H 8.585 -3.320 -8.688  C1 1.090
12 H 8.021 -0.938 -7.769  C2 1.090
13 H 9.592 -1.544 -7.486  C2 1.090
14 H 10.325 -0.845 -5.315  C4 1.080
15 H 9.123 -0.763 -2.842  C5 1.080
16 H 6.273 -2.037 -5.617  C7 1.080
17 H 6.373 -0.512 -2.257  C8 1.090
18 H 6.791 -2.189 -2.071  C8 1.090
19 H 5.357 -1.745 -3.009  C8 1.090
20 C -7.617 -2.452 -0.344  C21 1.497, H28 1.090, H29 1.090, H30 1.090
21 C -6.545 -3.229 0.357  C20 1.497, N22 1.400, H31 1.090, H32 1.090
22 N -6.298 -2.959 1.708  C21 1.400, C23 1.424, C26 1.416
23 C -5.092 -2.400 2.218  N22 1.424, C24 1.393, H33 1.080
24 C -5.345 -2.141 3.563  C23 1.393, N25 1.340, H34 1.080
25 N -6.565 -2.582 3.895  C24 1.340, C26 1.381, C27 1.428
26 C -7.228 -3.037 2.773  N22 1.416, N25 1.381, H35 1.080
27 C -7.159 -2.523 5.193  N25 1.428, H36 1.090, H37 1.090, H38 1.090
28 H -7.700 -2.623 -1.417  C20 1.090
29 H -7.684 -1.371 -0.222  C20 1.090
30 H -8.605 -2.783 -0.025  C20 1.090
31 H -5.516 -3.191 -0.002  C21 1.090
32 H -6.795 -4.287 0.427  C21 1.090
33 H -4.208 -2.129 1.659  C23 1.080
34 H -4.731 -1.631 4.291  C24 1.080
35 H -8.210 -3.479 2.859  C26 1.080
36 H -7.530 -3.524 5.415  C27 1.090
37 H -7.913 -1.737 5.202  C27 1.090
38 H -6.389 -2.248 5.914  C27 1.090
39 C -0.877 -2.558 -11.147  C40 1.564, H47 1.090, H48 1.090, H49 1.090
40 C -0.810 -3.888 -10.327  C39 1.564, N41 1.474, H50 1.090, H51 1.090
41 N -1.215 -3.481 -8.969  C40 1.474, C42 1.374, C45 1.372
42 C -2.493 -3.352 -8.481  N41 1.374, C43 1.357, H52 1.080
43 C -2.643 -2.957 -7.191  C42 1.357, N44 1.359, H53 1.080
44 N -1.346 -2.878 -6.793  C43 1.359, C45 1.368, C46 1.517
45 C -0.511 -3.117 -7.850  N41 1.372, N44 1.368, H54 1.080
46 C -0.823 -2.470 -5.428  N44 1.517, H55 1.090, H56 1.090, H57 1.090
47 H -0.924 -1.641 -10.559  C39 1.090
48 H -1.826 -2.592 -11.681  C39 1.090
49 H -0.092 -2.503 -11.901  C39 1.090
50 H 0.255 -4.121 -10.321  C40 1.090
51 H -1.370 -4.760 -10.665  C40 1.090
52 H -3.300 -3.515 -9.179  C42 1.080
53 H -3.457 -2.770 -6.506  C43 1.080
54 H 0.560 -3.258 -7.871  C45 1.080
55 H -1.361 -1.641 -4.969  C46 1.090
56 H 0.200 -2.117 -5.561  C46 1.090
57 H -0.665 -3.378 -4.845  C46 1.090
58 C 0.616 -8.514 -3.169  C59 1.558, H66 1.090, H67 1.090, H68 1.090
59 C 1.642 -7.357 -2.974  C58 1.558, N60 1.481, H69 1.090, H70 1.090
60 N 1.704 -6.817 -1.596  C59 1.481, C61 1.358, C64 1.339
61 C 0.580 -6.578 -0.872  N60 1.358, C62 1.443, H71 1.080
62 C 0.956 -5.967 0.380  C61 1.443, N63 1.340, H72 1.080
63 N 2.295 -5.927 0.342  C62 1.340, C64 1.369, C65 1.526
64 C 2.741 -6.373 -0.873  N60 1.339, N63 1.369, H73 1.080
65 C 3.255 -5.368 1.388  N63 1.526, H74 1.090, H75 1.090, H76 1.090
66 H 0.928 -9.226 -2.405  C58 1.090
67 H 0.821 -8.918 -4.160  C58 1.090
68 H -0.426 -8.236 -3.012  C58 1.090
69 H 1.461 -6.602 -3.738  C59 1.090
70 H 2.666 -7.719 -3.076  C59 1.090
71 H -0.389 -6.874 -1.245  C61 1.080
72 H 0.526 -5.573 1.289  C62 1.080
73 H 3.804 -6.388 -1.059  C64 1.080
74 H 2.718 -5.444 2.334  C65 1.090
75 H 3.567 -4.342 1.191  C65 1.090
76 H 4.083 -6.054 1.565  C65 1.090
77 C 0.828 8.263 8.257  C78 1.512, H85 1.090, H86 1.090, H87 1.090
78 C 0.023 7.805 7.063  C77 1.512, N79 1.475, H88 1.090, H89 1.090
79 N 0.726 7.951 5.774  C78 1.475, C80 1.361, C83 1.367
80 C 1.737 8.785 5.407  N79 1.361, C81 1.377, H90 1.080
81 C 2.191 8.515 4.136  C80 1.377, N82 1.395, H91 1.080
82 N 1.499 7.364 3.756  C81 1.395, C83 1.423, C84 1.493
83 C 0.537 7.056 4.758  N79 1.367, N82 1.423, H92 1.080
84 C 1.507 6.597 2.476  N82 1.493, H93 1.090, H94 1.090, H95 1.090
85 H 1.092 9.321 8.279  C77 1.090
86 H 1.874 7.958 8.230  C77 1.090
87 H 0.435 7.882 9.200  C77 1.090
88 H -0.919 8.352 7.027  C78 1.090
89 H -0.182 6.753 7.260  C78 1.090
90 H 2.118 9.533 6.086  C80 1.080
91 H 2.934 8.903 3.456  C81 1.080
92 H -0.241 6.306 4.759  C83 1.080
93 H 1.598 7.367 1.710  C84 1.090
94 H 0.571 6.038 2.439  C84 1.090
95 H 2.393 5.963 2.433  C84 1.090
96 C -1.158 -0.077 9.560  C97 1.521, H104 1.090, H105 1.090, H106 1.090
97 C -1.224 1.438 9.674  C96 1.521, N98 1.441, H107 1.090, H108 1.090
98 N 0.099 1.998 9.557  C97 1.441, C99 1.389, C102 1.380
99 C 0.816 2.077 8.370  N98 1.389, C100 1.401, H109 1.080
100 C 1.991 2.804 8.602  C99 1.401, N101 1.382, H110 1.080
101 N 2.109 3.010 9.963  C100 1.382, C102 1.371, C103 1.449
102 C 0.959 2.500 10.511  N98 1.380, N101 1.371, H111 1.080
103 C 3.293 3.457 10.668  N101 1.449, H112 1.090, H113 1.090, H114 1.090
104 H -2.174 -0.416 9.356  C96 1.090
105 H -0.618 -0.652 10.312  C96 1.090
106 H -0.648 -0.296 8.622  C96 1.090
107 H -1.795 1.719 10.559  C97 1.090
108 H -1.830 1.927 8.910  C97 1.090
109 H 0.418 1.678 7.449  C99 1.080
110 H 2.738 3.134 7.895  C100 1.080
111 H 0.640 2.510 11.543  C102 1.080
112 H 3.339 4.533 10.500  C103 1.090
113 H 4.219 3.020 10.294  C103 1.090
114 H 3.075 3.264 11.718  C103 1.090
115 C -3.327 5.807 -9.620  C116 1.473, H123 1.090, H124 1.090, H125 1.090
116 C -3.768 5.440 -8.263  C115 1.473, N117 1.476, H126 1.090, H127 1.090
117 N -2.621 5.247 -7.353  C116 1.476, C118 1.387, C121 1.371
118 C -1.661 6.223 -7.130  N117 1.387, C119 1.393, H128 1.080
119 C -0.812 5.664 -6.179  C118 1.393, N120 1.355, H129 1.080
120 N -1.355 4.503 -5.738  C119 1.355, C121 1.335, C122 1.421
121 C -2.351 4.163 -6.560  N117 1.371, N120 1.335, H130 1.080
122 C -0.845 3.799 -4.614  N120 1.421, H131 1.090, H132 1.090, H133 1.090
123 H -4.028 5.473 -10.385  C115 1.090
124 H -2.350 5.426 -9.917  C115 1.090
125 H -3.366 6.892 -9.723  C115 1.090
126 H -4.330 4.508 -8.324  C116 1.090
127 H -4.377 6.259 -7.881  C116 1.090
128 H -1.532 7.100 -7.748  C118 1.080
129 H 0.133 6.003 -5.781  C119 1.080
130 H -2.938 3.259 -6.497  C121 1.080
131 H -0.156 2.987 -4.848  C122 1.090
132 H -1.653 3.484 -3.955  C122 1.090
133 H -0.327 4.450 -3.910  C122 1.090
134 C -4.426 3.649 3.467  C135 1.554, H138 1.090, H139 1.090, H140 1.090
135 C -4.519 3.371 4.994  C134 1.554, O136 1.236, O137 1.213
136 O -5.264 2.553 5.544  C135 1.236
137 O -3.804 4.089 5.661  C135 1.213
138 H -4.797 4.662 3.311  C134 1.090
139 H -4.993 2.962 2.840  C134 1.090
140 H -3.364 3.546 3.246  C134 1.090
141 P 0.421 0.222 1.354  F142 1.671, F143 1.634, F144 1.688, F145 1.629, F146 1.613, F147 1.672
142 F -0.254 -0.911 0.327  P141 1.671
143 F 1.856 -0.553 1.258  P141 1.634
144 F 0.826 1.412 0.227  P141 1.688
145 F 0.859 1.284 2.508  P141 1.629
146 F -0.974 1.030 1.302  P141 1.613
147 F -0.089 -0.760 2.608  P141 1.672
148 P 0.272 -5.415 6.776  F149 1.654, F150 1.654, F151 1.627, F152 1.691, F153 1.659, F154 1.595
149 F 0.600 -4.186 5.720  P148 1.654
150 F 0.069 -6.436 5.491  P148 1.654
151 F 1.879 -5.668 6.780  P148 1.627
152 F -0.021 -6.753 7.768  P148 1.691
153 F 0.375 -4.285 7.985  P148 1.659
154 F -1.302 -5.154 6.801  P148 1.595